(1)
33
Properties=species:S:1:pos:R:3:lowdin_charge:R:1 method="wB97M-V/def2-TZVPD" charge=+1 largest_force_ev_per_a=4.17 gap_ev=1.7245 relative_energy_ev=11.128 lumo_ev=-10.80
Y 2.8579 22.8265 -2.1840 1.5634
C -3.0410 25.1888 -0.2451 -0.0635
O -1.7063 24.7888 -0.5308 0.0797
H -3.7811 24.6163 -0.8042 0.1208
H -3.3235 25.3023 0.8015 0.1149
H -3.2847 26.1957 -0.5841 0.1577
As 0.5865 16.4151 -1.1177 0.9213
F 0.9542 18.1949 -1.2381 -0.3749
F -0.6275 16.6063 -2.4523 -0.3116
F 0.3958 14.6328 -1.0224 -0.2877
F 1.7054 16.2538 0.2837 -0.3108
F -0.7331 16.8316 -0.0018 -0.2966
F 2.0182 16.1264 -2.2492 -0.3351
C -7.5888 28.4639 -3.9495 -1.0431
Cl -8.9836 28.2360 -4.9429 0.5576
Cl -6.5985 29.9510 -4.3623 0.4434
H -7.8401 28.4754 -2.8889 0.0248
H -6.9198 27.6035 -3.9674 0.0172
C -4.6400 22.7327 -6.9660 -0.9403
Cl -4.7055 24.1952 -8.0014 0.4662
Cl -2.8878 22.2117 -6.9677 0.4223
H -4.8498 23.0195 -5.9355 0.0152
H -5.3392 21.9943 -7.3584 0.0368
C 1.5336 29.1686 -4.0119 -0.9941
Cl 1.7621 27.6726 -4.8965 0.4697
Cl 2.4322 28.9504 -2.4808 0.4545
H 1.9862 29.9804 -4.5812 0.0390
H 0.4773 29.2917 -3.7727 0.0328
C -2.2468 21.4190 5.5491 -1.0073
Cl -1.1452 20.0059 5.8238 0.4846
Cl -3.1711 21.8350 7.0086 0.5024
H -1.7761 22.2551 5.0319 0.0279
H -3.0278 21.1374 4.8428 0.0132

(2)
81
Properties=species:S:1:pos:R:3:lowdin_spin:R:1 method="wB97M-V/def2-TZVPD" multiplicity=2 largest_force_ev_per_a=2.52 s_squared=0.927 gap_ev="4.6837 / 4.4871" relative_energy_ev=3.720 lumo_ev="-1.29 / -1.49"
Co -0.0553 -0.3208 0.2362 1.0795
C 6.1450 1.9135 0.6575 -0.0001
C 5.2739 1.4491 1.6301 0.0000
C 4.0122 1.0119 1.2736 -0.0002
C 3.6002 1.0438 -0.0531 -0.0026
C 4.4840 1.4995 -1.0266 -0.0006
C 5.7474 1.9339 -0.6685 -0.0002
P 2.0012 0.2635 -0.4760 -0.0139
C 1.6199 1.0031 -2.0965 0.0004
C 1.0256 0.2208 -3.0822 0.0002
C 0.6005 0.7948 -4.2666 -0.0002
C 0.7621 2.1554 -4.4748 -0.0007
C 1.3384 2.9421 -3.4916 0.0001
C 1.7599 2.3726 -2.3042 -0.0008
C 2.6304 -1.4111 -0.8248 -0.0341
C 3.8255 -1.7399 -1.4231 0.0035
C 4.1816 -3.0781 -1.5807 -0.0452
C 3.3394 -4.0882 -1.1396 0.0049
C 2.1353 -3.7990 -0.5173 -0.0354
C 1.2321 -4.8151 -0.0513 -0.0001
C 0.0525 -4.5156 0.5042 -0.0230
C -0.4174 -3.1125 0.6833 -0.0139
C 0.6117 -2.0689 0.3540 -0.1477
C 1.7602 -2.4293 -0.3262 -0.0118
H 7.1335 2.2499 0.9327 0.0000
H 5.5834 1.4218 2.6650 0.0000
H 3.3270 0.6326 2.0185 0.0000
H 4.1867 1.5168 -2.0655 -0.0001
H 6.4280 2.2831 -1.4314 0.0000
H 0.8914 -0.8379 -2.9044 0.0002
H 0.1362 0.1877 -5.0306 0.0000
H 0.4331 2.6098 -5.3976 0.0000
H 1.4529 4.0054 -3.6496 0.0000
H 2.2070 2.9882 -1.5352 -0.0001
H 4.4957 -0.9662 -1.7693 0.0011
H 5.1202 -3.3242 -2.0513 -0.0031
H 3.6288 -5.1211 -1.2798 0.0011
H 1.5370 -5.8463 -0.1687 0.0007
H -0.6219 -5.2949 0.8326 -0.0014
H -0.8388 -2.9888 1.6909 -0.0061
N -0.3606 -0.0216 2.4815 0.0332
C 0.3511 1.0781 3.1363 0.0017
C 0.1867 2.3792 2.3434 -0.0003
N 1.0002 2.3689 1.1358 -0.0029
H -1.3623 0.1415 2.5628 0.0002
H -0.1505 -0.8900 2.9672 0.0000
H 1.4083 0.8154 3.1838 -0.0001
H -0.0223 1.2334 4.1583 0.0014
H 0.4377 3.2206 3.0023 0.0000
H -0.8657 2.4649 2.0633 -0.0001
H 1.8128 2.9682 1.2176 -0.0001
H 0.4495 2.6526 0.3363 -0.0001
Br -4.4100 -4.2380 5.9960 0.0003
C -5.0848 -3.4177 4.4115 0.0011
C -4.7456 -2.1032 4.1317 -0.0001
C -5.2303 -1.5059 2.9900 0.0014
C -6.0828 -2.2096 2.1218 0.0001
C -6.4313 -3.5309 2.4460 0.0012
C -5.9223 -4.1369 3.5713 -0.0001
N -6.7449 -1.6066 1.0855 0.0068
N -6.3468 -0.6750 0.3668 0.0001
C -5.0710 -0.2877 0.1172 0.0083
C -4.8903 1.1033 -0.0682 0.0189
C -3.6495 1.6767 -0.1579 0.0060
C -2.4937 0.8637 -0.1536 0.0103
O -1.2923 1.2913 -0.1399 0.0248
C -2.6928 -0.5701 -0.1573 0.0045
N -1.5564 -1.2609 -0.2393 0.0798
C -1.5540 -2.7008 -0.3252 0.0037
C -2.8974 -3.3203 -0.1213 0.0136
C -4.0138 -2.5950 -0.0071 0.0004
C -3.9608 -1.1544 -0.0040 0.0274
H -4.1070 -1.5550 4.8081 0.0000
H -4.9882 -0.4752 2.7726 0.0003
H -7.0935 -4.0684 1.7845 0.0000
H -6.1756 -5.1590 3.8103 0.0000
H -5.7744 1.7204 -0.0323 0.0012
H -3.5410 2.7504 -0.2001 -0.0002
H -1.1717 -3.0100 -1.3193 0.0069
H -2.9272 -4.3982 -0.1363 0.0008
H -4.9738 -3.0860 0.0504 -0.0005

(3)
15
Properties=species:S:1:pos:R:3:lowdin_charge:R:1 method="wB97M-V/def2-TZVPD" largest_force_ev_per_a=1.97 smiles="C=NN1C=NC/C1=N/O" gap_ev=8.8761 relative_energy_ev=3.614 lumo_ev=0.30
C -1.0352 -0.5268 -0.3286 -0.2485
C -1.7109 -0.9361 0.9708 -0.1381
C 0.0840 0.2786 1.4966 -0.1349
C 2.2443 1.1281 -0.4761 -0.0006
H 0.1874 -0.0045 -2.2800 0.0347
H -2.7592 -0.5309 0.9224 0.1357
H -1.7120 -2.0470 1.0837 0.1323
H 0.7873 0.8515 2.0356 0.1071
H 2.6240 1.1458 0.5946 0.0824
H 2.8992 1.4704 -1.2842 0.0685
N -1.3339 -0.9040 -1.5007 0.0305
N -0.9063 -0.3278 2.0213 0.0501
N 0.1332 0.2578 0.0869 -0.0462
N 1.0802 0.6477 -0.7865 -0.0260
O -0.5821 -0.5027 -2.5557 -0.0469

(4)
19
Properties=species:S:1:pos:R:3:lowdin_charge:R:1 method="wB97M-V/def2-TZVPD" charge=+1 largest_force_ev_per_a=5.90 smiles=C[C@@H]1S[C@H]1[NH+](C)C gap_ev=10.6473 relative_energy_ev=2.906 lumo_ev=-2.97
C -0.8789 -1.3513 0.1081 -0.5725
C -0.4695 -0.0476 0.5593 -0.4694
C -2.3622 -1.6502 -0.2792 -0.0345
C 0.8129 1.3834 -1.2699 0.0600
C 1.7231 0.9735 0.9477 -0.1473
N 1.0222 0.4185 -0.1018 -0.2001
S -0.2627 -1.2873 1.7909 0.9858
H -0.1169 -1.9043 -0.5461 0.1406
H -1.0432 0.8346 0.8702 0.1433
H -3.0287 -1.2702 0.3776 0.0446
H -2.4443 -2.6583 -0.3015 0.0386
H -2.4614 -1.3217 -1.3919 0.1336
H 0.1116 2.1001 -0.7724 0.1210
H 1.7150 1.7809 -1.5546 0.0756
H 0.1022 0.9441 -1.9775 0.1127
H 1.3274 1.9498 1.3853 0.1464
H 1.8952 0.2051 1.7193 0.0874
H 2.6779 1.3490 0.5665 0.1168
H 1.6800 -0.4482 -0.1299 0.2173